# C46H47BrN6O6PSSn

A molecular structure, C46H47BrN6O6PSSn (ωB97M-V/def2-TZVPD, the OMol25 dataset).

Max |F|, eV Å⁻¹: 0.6
Energy above the lowest of the compared OMol25 structures with the same formula, charge and spin, kJ/mol: 9.5
Kohn-Sham gap, eV: 6.714
Charge: -1

Geometry as XYZ:
```
109
Properties=species:S:1:pos:R:3:forces:R:3:mulliken_charge:R:1
Sn 0.163 0.325 0.350 0.018 -0.172 -0.061 0.752
O -5.991 -1.496 1.587 0.010 0.014 -0.020 -0.627
C -4.738 -1.084 1.249 -0.082 -0.023 0.016 0.890
C -4.493 0.182 0.739 0.103 -0.029 -0.036 -0.821
C -3.190 0.516 0.420 -0.094 -0.055 0.119 0.290
N -2.181 -0.334 0.600 0.031 0.038 0.019 0.936
C -2.417 -1.544 1.105 0.114 0.070 0.049 -0.150
C -3.686 -1.969 1.443 0.020 -0.025 -0.032 -1.017
C -1.182 -2.418 1.342 -0.252 0.116 0.082 0.138
O -1.343 -3.502 1.895 0.065 -0.012 -0.001 -0.836
O -0.079 -1.904 0.959 -0.086 0.037 0.219 0.500
C -2.838 1.905 -0.098 0.183 -0.279 -0.283 -0.421
O -3.746 2.742 -0.195 -0.149 0.086 0.044 -0.821
O -1.619 2.077 -0.343 0.160 0.022 0.120 -0.638
H -6.606 -0.776 1.409 -0.003 -0.008 0.005 0.330
H -5.270 0.921 0.587 -0.002 0.000 0.003 0.381
H -3.833 -2.957 1.854 0.001 0.001 0.014 0.567
C 3.866 1.144 -0.296 -0.089 0.004 -0.063 -1.839
C 4.193 -0.346 -0.181 0.076 -0.024 0.052 1.089
C 5.345 -0.676 -1.129 -0.007 -0.020 0.010 -1.725
P 2.595 -1.289 -0.295 -0.005 -0.071 -0.084 0.828
C 2.923 -2.989 0.428 0.026 0.066 0.002 0.965
C 4.369 -3.473 0.508 0.011 -0.008 -0.024 -1.612
C 2.056 -4.059 -0.234 -0.032 -0.004 0.030 -1.495
C 2.251 -1.534 -2.059 0.062 0.003 0.051 -0.011
C 3.080 -2.304 -2.882 0.013 -0.051 0.051 0.034
C 2.807 -2.574 -4.209 -0.068 0.026 0.004 0.574
C 3.714 -3.424 -5.056 0.042 -0.015 -0.021 -1.823
C 1.629 -2.023 -4.721 0.030 0.004 0.013 -1.078
C 0.782 -1.267 -3.944 -0.011 0.015 -0.003 -0.752
C 1.046 -0.999 -2.575 0.054 0.255 0.031 -0.675
N 0.174 -0.219 -1.840 -0.495 -0.312 0.034 1.182
C -1.164 -0.159 -2.356 0.092 0.019 -0.121 0.220
C -2.026 -1.260 -2.236 -0.011 0.001 -0.082 0.985
C -1.528 -2.605 -1.786 0.013 -0.017 -0.002 -1.177
C -3.370 -1.112 -2.565 0.011 -0.023 -0.047 -0.604
C -3.879 0.081 -3.055 0.025 -0.022 -0.005 0.474
C -5.350 0.256 -3.321 -0.037 -0.007 0.000 -1.686
C -2.987 1.121 -3.281 0.023 0.008 -0.010 -0.481
C -1.641 1.015 -2.955 -0.005 -0.081 -0.079 0.453
C -0.715 2.159 -3.244 0.008 0.010 -0.019 -1.384
H 4.724 1.749 0.010 -0.014 0.008 0.018 0.497
H 3.002 1.428 0.307 0.090 0.057 0.009 0.250
H 3.649 1.392 -1.340 -0.049 -0.024 -0.025 0.312
H 4.508 -0.548 0.849 0.022 0.084 0.041 0.514
H 5.024 -0.610 -2.169 -0.020 0.028 -0.011 0.294
H 5.766 -1.666 -0.965 -0.024 -0.048 -0.008 0.328
H 6.149 0.054 -0.987 0.016 -0.018 0.016 0.463
H 2.549 -2.865 1.450 0.001 0.022 0.013 0.032
H 4.788 -3.647 -0.485 0.014 -0.001 -0.021 0.183
H 4.399 -4.429 1.039 -0.006 0.009 0.016 0.485
H 5.026 -2.783 1.040 -0.017 0.044 -0.013 0.332
H 2.423 -4.300 -1.233 -0.024 0.010 -0.007 0.319
H 1.017 -3.745 -0.308 -0.028 0.032 -0.013 0.091
H 2.081 -4.970 0.370 0.013 0.001 -0.004 0.505
H 3.974 -2.736 -2.445 0.038 0.018 0.006 0.093
H 4.569 -3.777 -4.476 -0.002 0.006 0.007 0.339
H 4.105 -2.872 -5.914 -0.008 0.008 0.000 0.346
H 3.197 -4.304 -5.447 -0.013 0.005 0.004 0.342
H 1.369 -2.189 -5.763 0.001 -0.014 0.004 0.363
H -0.117 -0.858 -4.387 -0.011 -0.017 0.003 0.400
H -0.721 -2.521 -1.061 -0.017 0.016 -0.160 -0.695
H -1.140 -3.167 -2.640 0.010 -0.015 -0.016 0.519
H -2.336 -3.186 -1.336 0.001 -0.012 -0.036 0.497
H -4.036 -1.958 -2.418 -0.011 -0.003 -0.004 0.372
H -5.868 -0.704 -3.318 0.005 -0.006 -0.004 0.391
H -5.527 0.735 -4.286 0.002 0.004 0.000 0.394
H -5.810 0.887 -2.556 0.023 0.011 0.012 0.267
H -3.349 2.056 -3.698 -0.008 0.000 -0.001 0.336
H -1.123 2.781 -4.044 0.013 -0.005 0.002 0.521
H 0.272 1.800 -3.542 0.007 0.000 0.016 0.153
H -0.601 2.778 -2.357 0.021 0.023 0.072 -0.089
N -1.870 3.934 1.784 0.131 0.116 0.079 -0.178
C -2.676 3.366 2.794 0.074 -0.050 -0.006 -0.344
C -4.055 3.484 2.697 -0.097 0.043 0.044 -0.060
C -4.882 2.929 3.664 0.042 -0.019 0.025 -0.696
C -4.332 2.255 4.743 -0.019 0.017 -0.017 -0.594
C -2.952 2.132 4.839 0.020 -0.032 -0.004 -0.662
C -2.122 2.676 3.870 -0.113 -0.033 0.012 0.837
S -0.377 2.440 3.999 0.082 0.097 0.041 -0.118
N 0.246 3.178 2.616 0.007 -0.037 0.004 -0.444
C -0.499 3.724 1.745 -0.041 0.015 -0.039 0.627
C 0.170 4.256 0.513 -0.078 -0.292 -0.053 0.053
C -0.111 5.531 0.042 0.044 0.033 0.018 -0.681
C 0.529 5.962 -1.110 -0.026 0.047 0.029 -0.636
C 1.390 5.097 -1.760 -0.013 -0.073 -0.053 -0.732
C 1.575 3.827 -1.227 -0.099 0.121 0.038 -0.150
N 0.995 3.414 -0.108 0.171 0.214 -0.036 0.372
H -2.306 3.889 0.864 -0.033 0.150 0.046 0.375
H -4.474 3.986 1.836 0.028 -0.008 0.001 0.420
H -5.956 3.021 3.565 -0.003 0.013 0.006 0.410
H -4.967 1.816 5.502 0.000 -0.001 0.000 0.372
H -2.511 1.591 5.669 0.004 -0.008 -0.007 0.363
H -0.804 6.166 0.578 -0.016 -0.017 -0.008 0.515
H 0.347 6.957 -1.496 0.000 -0.001 -0.003 0.411
H 1.890 5.380 -2.677 0.000 0.006 0.000 0.433
H 2.185 3.098 -1.746 0.098 0.001 0.046 0.219
O 3.101 -2.330 6.899 -0.025 0.004 -0.036 -0.568
C 2.661 -1.755 5.746 0.003 -0.038 0.053 0.944
C 1.558 -2.228 5.045 0.045 0.041 0.000 -0.793
C 1.192 -1.570 3.886 -0.028 -0.074 -0.030 -0.935
N 1.842 -0.508 3.404 0.038 -0.097 -0.093 0.270
C 2.881 -0.099 4.086 0.053 0.135 0.108 -0.005
Br 3.798 1.420 3.390 -0.008 -0.021 0.013 -0.122
C 3.354 -0.657 5.264 -0.023 0.000 -0.050 -0.675
H 2.531 -3.077 7.110 0.007 0.003 0.006 0.297
H 0.999 -3.093 5.381 -0.007 0.001 0.010 0.364
H 0.354 -1.924 3.300 -0.011 -0.011 -0.035 0.547
H 4.213 -0.262 5.784 0.005 -0.006 -0.001 0.497
```
Forces are in eV/Å.

# C46H47INO16PS

7 unconnected molecules or ions with the total composition C46H47INO16PS (ωB97M-V/def2-TZVPD, the OMol25 dataset).

SMILES: CC[C@@H](I)P(CCCCS(=O)(=O)O)C[C@H](O)CN.O=C1C=CC(=O)C=C1.O=C1C=CC(=O)C=C1.O=C1C=CC(=O)C=C1.O=C1C=CC(=O)C=C1.O=C1C=CC(=O)C=C1.O=C1C=CC(=O)C=C1
Max |F|, eV Å⁻¹: 0.3
Kohn-Sham gap, eV: 6.836
Charge: 0

Geometry as XYZ:
```
113
Properties=species:S:1:pos:R:3:forces:R:3:mulliken_charge:R:1
C 0.500 -0.076 0.910 0.187 0.249 -0.074 -1.289
C 0.699 1.036 -0.129 0.181 -0.155 -0.009 0.043
C 1.391 2.271 0.447 -0.190 0.029 0.028 -0.998
I 3.449 1.795 0.849 -0.020 0.000 0.016 0.023
P 1.195 3.733 -0.697 0.228 -0.065 -0.199 0.003
C -0.325 4.512 0.049 -0.029 -0.081 -0.035 -0.207
C -1.486 4.490 -0.942 -0.092 -0.076 0.075 -0.761
C -2.796 5.059 -0.395 0.017 0.231 0.035 -1.043
C -3.317 4.488 0.929 0.012 0.037 0.002 -0.801
S -3.574 2.736 0.869 0.043 -0.043 -0.201 0.978
O -4.668 2.488 -0.014 -0.035 -0.007 0.138 -0.619
O -2.332 2.040 0.692 -0.025 0.073 0.100 -0.378
O -4.079 2.411 2.346 0.082 0.074 -0.040 -0.504
C 2.517 4.928 -0.233 -0.052 0.184 0.196 -1.314
C 2.586 5.494 1.207 0.134 0.092 -0.140 0.324
O 1.855 4.727 2.152 -0.108 -0.079 -0.067 -0.555
C 2.186 6.991 1.221 0.084 0.044 0.099 -1.045
N 1.696 7.522 2.487 -0.001 -0.109 -0.074 -0.596
H 1.320 -0.794 0.848 -0.086 -0.076 0.053 0.393
H 0.520 0.333 1.922 -0.135 -0.058 0.002 0.361
H -0.447 -0.594 0.780 0.035 -0.043 -0.047 0.291
H -0.259 1.340 -0.561 -0.026 0.062 0.131 -0.058
H 1.309 0.657 -0.953 -0.145 0.082 -0.123 0.529
H 0.975 2.508 1.425 0.165 0.029 0.020 0.604
H -0.106 5.545 0.335 0.008 -0.029 -0.007 0.473
H -0.567 3.956 0.958 -0.070 0.051 -0.011 0.196
H -1.644 3.469 -1.298 0.042 0.004 -0.005 0.217
H -1.205 5.083 -1.816 -0.051 -0.056 -0.037 0.541
H -3.582 4.972 -1.147 0.021 -0.060 0.011 0.408
H -2.658 6.132 -0.223 -0.064 -0.033 0.029 0.388
H -2.667 4.698 1.780 0.093 -0.085 -0.095 0.330
H -4.302 4.901 1.152 0.017 -0.012 0.035 0.501
H -3.313 2.084 2.845 -0.125 -0.065 0.019 0.382
H 3.457 4.453 -0.512 -0.020 -0.027 0.015 0.510
H 2.393 5.761 -0.936 -0.002 -0.060 -0.028 0.516
H 3.630 5.430 1.528 -0.056 -0.054 0.113 0.468
H 1.036 5.192 2.356 0.060 0.032 0.047 0.343
H 1.438 7.194 0.450 -0.025 -0.032 0.039 0.472
H 3.079 7.554 0.933 -0.054 -0.015 -0.115 0.377
H 2.133 7.073 3.284 -0.006 0.114 0.039 0.259
H 0.693 7.430 2.579 0.000 -0.001 0.017 0.268
C 0.794 -5.058 2.076 -0.006 -0.002 -0.031 -0.222
C 0.644 -3.773 2.385 0.002 -0.029 -0.003 -0.343
C -0.682 -3.218 2.753 0.049 -0.009 -0.027 0.411
O -0.813 -2.044 3.028 -0.063 0.004 0.084 -0.565
C -1.838 -4.149 2.764 -0.025 -0.004 -0.012 -0.390
C -1.690 -5.433 2.450 -0.015 0.016 0.029 -0.421
C -0.364 -5.988 2.080 0.007 0.013 -0.006 0.442
O -0.239 -7.158 1.783 -0.008 0.000 -0.025 -0.572
H 1.749 -5.489 1.812 -0.001 -0.018 0.018 0.348
H 1.471 -3.074 2.389 -0.012 0.016 0.005 0.434
H -2.795 -3.719 3.030 -0.006 0.019 -0.024 0.426
H -2.517 -6.130 2.443 0.010 -0.011 -0.008 0.448
C 4.726 8.646 4.969 0.018 0.022 -0.013 -0.324
C 5.964 9.128 5.036 -0.024 -0.004 -0.002 -0.356
C 7.132 8.230 5.227 0.001 -0.002 -0.001 0.345
O 8.259 8.669 5.288 0.006 0.004 0.002 -0.540
C 6.866 6.772 5.336 -0.019 -0.014 -0.001 -0.355
C 5.629 6.289 5.271 0.025 0.000 0.024 -0.396
C 4.465 7.190 5.084 -0.001 0.007 -0.029 0.513
O 3.336 6.749 5.018 0.004 -0.059 0.032 -0.618
H 3.857 9.275 4.824 -0.013 -0.017 -0.006 0.430
H 6.185 10.185 4.955 0.019 -0.003 0.002 0.408
H 7.734 6.139 5.471 0.012 0.014 -0.003 0.405
H 5.406 5.232 5.346 -0.019 0.004 -0.005 0.451
C -5.034 0.039 -1.912 -0.082 -0.006 -0.026 -0.366
C -4.938 -0.720 -0.824 0.004 0.011 -0.014 -0.421
C -4.685 -2.178 -0.926 0.037 -0.028 0.046 0.174
O -4.605 -2.874 0.065 0.013 -0.014 -0.003 -0.583
C -4.522 -2.752 -2.285 0.009 0.007 -0.036 -0.338
C -4.614 -1.995 -3.374 0.005 0.001 0.016 0.228
C -4.885 -0.539 -3.269 0.029 0.025 0.071 -0.048
O -4.945 0.167 -4.257 0.005 -0.057 -0.005 -0.583
H -5.216 1.103 -1.857 0.012 0.006 0.002 0.563
H -5.036 -0.315 0.174 0.001 -0.001 0.003 0.498
H -4.316 -3.815 -2.331 -0.011 -0.006 0.015 0.471
H -4.491 -2.391 -4.372 -0.051 0.035 -0.021 0.387
C -4.844 -6.444 -4.876 -0.002 -0.032 -0.023 -0.469
C -3.787 -7.250 -4.841 -0.022 0.008 0.011 -0.376
C -2.459 -6.803 -5.336 -0.001 0.017 -0.006 0.366
O -1.497 -7.538 -5.303 0.005 -0.015 -0.003 -0.557
C -2.357 -5.420 -5.868 -0.002 -0.001 0.000 -0.378
C -3.415 -4.616 -5.908 -0.020 -0.008 -0.007 -0.083
C -4.740 -5.064 -5.414 0.037 0.011 0.038 0.427
O -5.700 -4.321 -5.426 0.003 -0.031 -0.017 -0.564
H -5.821 -6.744 -4.518 -0.008 0.014 -0.007 0.441
H -3.834 -8.260 -4.453 0.018 -0.002 0.000 0.425
H -1.377 -5.111 -6.209 0.004 0.007 0.020 0.411
H -3.359 -3.601 -6.281 0.007 -0.006 0.008 0.393
C 4.401 -8.565 3.958 0.012 -0.014 0.005 -0.408
C 4.960 -9.722 3.615 -0.004 0.023 0.011 -0.363
C 4.279 -10.661 2.685 -0.002 -0.001 -0.004 0.322
O 4.790 -11.715 2.376 0.004 -0.006 0.000 -0.546
C 2.953 -10.258 2.153 -0.007 0.019 0.007 -0.422
C 2.391 -9.101 2.495 -0.003 -0.031 -0.018 -0.177
C 3.075 -8.166 3.424 -0.040 -0.026 -0.015 0.391
O 2.566 -7.109 3.736 0.055 0.044 0.033 -0.519
H 4.875 -7.864 4.633 -0.014 0.011 -0.002 0.417
H 5.925 -10.039 3.988 -0.001 -0.017 -0.010 0.402
H 2.480 -10.958 1.477 0.012 -0.010 0.001 0.430
H 1.428 -8.775 2.121 0.005 0.025 0.006 0.488
C -1.016 1.362 -5.015 0.007 -0.015 0.032 -0.525
C -1.580 0.186 -4.750 0.062 0.020 0.015 0.281
C -0.960 -1.082 -5.203 -0.017 0.028 -0.029 0.358
O -1.485 -2.156 -4.985 -0.011 -0.009 -0.020 -0.450
C 0.322 -0.995 -5.947 0.015 0.012 0.007 -0.410
C 0.888 0.180 -6.207 -0.004 -0.028 0.001 -0.430
C 0.262 1.453 -5.764 0.010 0.019 0.005 0.240
O 0.776 2.522 -6.009 -0.007 -0.003 -0.013 -0.564
H -1.454 2.301 -4.703 0.013 0.008 -0.002 0.495
H -2.513 0.103 -4.211 0.002 -0.007 -0.045 0.142
H 0.756 -1.935 -6.261 -0.008 -0.008 0.011 0.421
H 1.821 0.272 -6.750 0.001 0.019 0.004 0.416
```
Forces are in eV/Å.

no.,HOMO (eV)
1,-4.5
2,-8.5